Entry 1:
ORCA calculation (wB97M-V/def2-TZVPD) on a cluster of 2 separate species, CHF2O3 in total at a distorted geometry.

As for the total charge: +1. As for the LUMO energy (alpha / beta): -7.18 / -9.06 eV. Its spin multiplicity is 3. As for the maximum force: 6.2 eV/Å. Its energy relative to the best compared isomer or geometry (same formula, charge and spin) is 40.81 kcal/mol. For the total energy, the calculation gives -12611.913 eV. As for the orbital gap (alpha / beta): 9.979 / 8.796 eV.

XYZ file:
```
7
CHF2O3 (wB97M-V/def2-TZVPD)
C -0.561 -0.581 0.002
O -0.763 1.630 -0.129
O 1.252 0.155 0.500
O -0.152 0.643 -0.516
F -1.436 -0.561 0.939
F -0.293 -1.594 -0.646
H 1.952 0.308 -0.150
```

---

Entry 2:
ORCA calculation (wB97M-V/def2-TZVPD) on a structure of composition C30H27Cl2GaN2O7SiTe at a distorted geometry.

As for the total charge: -2. As for the LUMO energy: 4.03 eV. As for the maximum force: 1.3 eV/Å. Its energy relative to the best compared isomer or geometry (same formula, charge and spin) is 0.00 kcal/mol. For the total energy, the calculation gives -141459.654 eV. As for the orbital gap: 5.785 eV.

XYZ file:
```
71
C30H27Cl2GaN2O7SiTe (wB97M-V/def2-TZVPD)
Ga 1.222 -0.873 0.423
O 3.092 4.704 2.467
C 2.740 3.420 2.165
C 1.532 2.888 2.602
C 1.237 1.584 2.268
N 2.055 0.841 1.542
C 3.198 1.347 1.108
C 3.604 2.628 1.423
C 3.971 0.400 0.203
O 5.104 0.705 -0.167
O 3.322 -0.655 -0.079
C -0.063 0.899 2.641
O -0.748 1.366 3.550
O -0.320 -0.132 1.939
H 2.326 5.128 2.867
H 0.807 3.470 3.159
H 4.540 3.010 1.044
Te 1.319 -2.708 2.404
C 2.620 -4.164 1.574
C 3.727 -3.769 0.822
C 4.610 -4.702 0.303
C 4.407 -6.058 0.524
C 3.296 -6.466 1.249
C 2.414 -5.529 1.766
H 3.884 -2.716 0.625
H 5.467 -4.370 -0.272
H 5.102 -6.788 0.124
H 3.118 -7.524 1.413
H 1.542 -5.855 2.320
C 2.736 -2.357 -2.570
Si 1.044 -1.981 -1.764
C 0.024 -1.084 -3.123
C 0.278 -3.759 -1.787
H 2.618 -2.660 -3.614
H 3.228 -3.170 -2.033
H 3.394 -1.491 -2.530
H -0.021 -1.661 -4.051
H 0.463 -0.111 -3.348
H -0.999 -0.914 -2.779
H 0.696 -4.335 -2.616
H -0.808 -3.749 -1.893
H 0.520 -4.287 -0.861
Cl -5.075 3.440 -0.898
C -5.207 1.699 -0.975
C -6.342 1.223 -1.609
C -6.540 -0.130 -1.778
C -5.580 -1.011 -1.305
C -4.452 -0.546 -0.665
Cl -3.280 -1.690 -0.128
C -4.199 0.845 -0.458
N -3.052 1.263 0.152
C -2.717 2.608 0.478
C -3.340 3.190 1.575
C -3.050 4.487 1.951
C -2.140 5.224 1.214
C -1.508 4.654 0.124
C -1.761 3.338 -0.262
C -0.963 2.752 -1.390
C 0.325 2.050 -0.778
O 1.248 2.814 -0.505
O 0.331 0.791 -0.632
H -7.071 1.936 -1.970
H -7.430 -0.497 -2.269
H -5.702 -2.078 -1.430
H -2.403 0.555 0.498
H -4.048 2.597 2.138
H -3.523 4.914 2.826
H -1.911 6.245 1.498
H -0.784 5.227 -0.443
H -0.585 3.547 -2.032
H -1.543 2.034 -1.968
```

---

Entry 3:
ORCA calculation (wB97M-V/def2-TZVPD) on a cluster of 11 separate species, C22H44Br22 in total at a distorted geometry.

As for the total charge: 0. As for the LUMO energy: -0.13 eV. As for the maximum force: 2.0 eV/Å. As for the SMILES: BrCCBr.BrCCBr.BrCCBr.BrCCBr.BrCCBr.BrCCBr.BrCCBr.BrCCBr.BrCCBr.BrCCBr.BrCCBr. Its energy relative to the best compared isomer or geometry (same formula, charge and spin) is 99.84 kcal/mol. For the total energy, the calculation gives -1564460.880 eV. As for the orbital gap: 9.784 eV.

XYZ file:
```
88
C22H44Br22 (wB97M-V/def2-TZVPD)
Br -4.290 9.533 -3.190
C -2.615 9.538 -2.075
C -2.157 8.017 -2.054
Br -3.619 6.821 -1.334
H -2.865 9.908 -1.081
H -1.826 10.174 -2.476
H -1.244 7.791 -1.504
H -1.971 7.868 -3.118
Br -1.627 -9.578 2.831
C 0.216 -9.595 1.985
C 0.548 -8.108 1.743
Br 2.300 -8.022 0.894
H 0.239 -10.106 1.022
H 0.956 -10.045 2.647
H 0.552 -7.463 2.622
H -0.205 -7.518 1.221
Br 4.816 -4.464 5.090
C 4.820 -2.714 4.203
C 4.454 -1.571 5.133
Br 4.381 0.157 4.193
H 4.134 -2.772 3.358
H 5.821 -2.619 3.782
H 5.135 -1.449 5.976
H 3.500 -1.775 5.620
Br 6.588 -6.465 -6.769
C 6.258 -5.824 -4.868
C 6.272 -4.337 -4.867
Br 5.838 -3.615 -3.035
H 7.090 -6.178 -4.260
H 5.425 -6.400 -4.464
H 5.590 -3.946 -5.621
H 7.280 -4.037 -5.152
Br -5.964 -4.240 2.040
C -5.437 -3.740 3.950
C -6.670 -3.176 4.590
Br -6.264 -2.327 6.400
H -4.637 -3.005 3.863
H -5.049 -4.619 4.465
H -7.544 -3.824 4.656
H -7.026 -2.291 4.063
Br 2.701 9.393 5.830
C 1.625 7.946 4.935
C 2.330 7.344 3.673
Br 2.571 8.810 2.303
H 0.687 8.380 4.590
H 1.426 7.233 5.735
H 1.726 6.576 3.192
H 3.328 6.941 3.847
Br -9.837 4.336 3.493
C -8.357 2.963 3.409
C -7.019 3.530 3.751
Br -5.586 2.175 3.478
H -8.420 2.411 2.471
H -8.577 2.126 4.072
H -6.866 3.919 4.757
H -6.738 4.417 3.183
Br 8.465 1.255 0.576
C 7.372 2.581 -0.483
C 7.752 3.958 -0.133
Br 6.957 5.215 -1.427
H 6.301 2.458 -0.322
H 7.478 2.234 -1.511
H 8.834 4.048 -0.030
H 7.334 4.266 0.825
Br -1.671 3.470 -6.851
C -3.127 2.250 -6.276
C -3.713 1.420 -7.357
Br -4.623 -0.032 -6.452
H -3.877 2.915 -5.849
H -2.649 1.588 -5.555
H -2.898 0.948 -7.905
H -4.343 1.943 -8.078
Br -0.177 -3.870 -4.766
C -0.627 -5.847 -4.440
C -2.117 -5.732 -4.107
Br -3.088 -7.447 -3.930
H -0.011 -6.354 -3.697
H -0.412 -6.426 -5.338
H -2.750 -5.200 -4.817
H -2.215 -5.163 -3.182
Br 1.100 2.455 -0.810
C 0.008 1.038 0.048
C 0.379 -0.267 -0.557
Br -0.451 -1.812 0.303
H -1.052 1.159 -0.179
H 0.214 1.125 1.114
H 1.440 -0.493 -0.451
H -0.033 -0.170 -1.561
```

---

Entry 4:
ORCA calculation (wB97M-V/def2-TZVPD) on a structure of composition H9O4 at a distorted geometry.

As for the total charge: +1. As for the LUMO energy: -3.44 eV. As for the maximum force: 1.2 eV/Å. Its energy relative to the best compared isomer or geometry (same formula, charge and spin) is 19.09 kcal/mol. For the total energy, the calculation gives -8329.297 eV. As for the orbital gap: 12.939 eV.

XYZ file:
```
13
H9O4 (wB97M-V/def2-TZVPD)
O 0.995 -0.607 -1.149
H 0.180 -0.154 -1.520
H 0.929 -0.059 -0.017
H 1.064 -1.556 -1.289
O -1.073 -1.066 1.762
H -2.029 -1.097 1.900
H -0.766 -0.980 2.676
O 0.951 0.527 0.999
H 1.866 0.435 1.306
H 0.380 -0.098 1.517
O -0.627 1.300 -1.877
H -0.305 2.135 -2.229
H -1.566 1.220 -2.078
```